# 1
C2H5N3OS | ωB97M-V/def2-TZVPD

Properties
DFT total energy: -716.64563 a.u.
E_LUMO: -0.44 eV
ΔE to the lowest compared entry with this formula, charge and spin: 8.0294 eV
E_HOMO: -8.904 eV
multiplicity: 1

```
12
Properties=species:S:1:pos:R:3:forces:R:3:lowdin_charge:R:1
C 1.097 -0.315 -0.090 -0.9 0.7 1.9 -0.887
C -2.477 -0.289 0.058 4.4 1.7 -3.6 0.006
H 2.928 0.966 0.670 -1.8 2.5 -4.6 0.240
H 0.190 1.551 -0.126 1.5 -1.2 1.1 0.127
H -0.313 -1.819 0.169 -0.1 2.7 -1.3 0.179
H -3.104 0.491 -0.510 -0.4 -1.8 1.8 0.083
H -2.650 -1.369 0.537 0.1 2.8 -1.1 0.110
N 0.991 1.036 0.392 2.1 1.0 -4.6 -0.066
N -0.175 -0.783 -0.178 -1.1 -2.1 0.2 -0.093
N -1.244 0.150 -0.442 -3.2 -4.6 3.5 -0.047
O 2.258 1.628 -0.345 0.7 -2.5 6.5 -0.277
S 2.500 -1.247 -0.134 -1.4 0.9 0.2 0.624
```
Forces are in eV/Å.



# 2
C5H6N2OS | ωB97M-V/def2-TZVPD

Properties
DFT total energy: -776.87459 a.u.
E_LUMO (alpha / beta): -0.86 / -0.83 eV
ΔE to the lowest compared entry with this formula, charge and spin: 5.2637 eV
E_HOMO (alpha / beta): -7.244 / -8.054 eV
multiplicity: 1

```
15
Properties=species:S:1:pos:R:3:forces:R:3:lowdin_charge:R:1
C 1.038 0.872 0.093 0.3 1.7 -1.1 -0.193
C 2.420 0.648 -0.074 -3.1 0.8 0.3 -0.459
C -1.055 -0.402 0.221 -1.4 -1.5 0.0 0.075
C -2.254 -1.055 -0.110 -2.5 0.0 1.6 -0.466
C -3.489 -0.133 -0.102 2.7 1.3 3.6 -0.015
N 0.013 0.053 0.176 1.8 0.6 -0.2 0.115
N 4.800 -0.036 0.029 0.0 -0.4 0.2 -0.390
O -2.454 -2.260 0.012 0.9 -0.3 -0.6 0.041
S 3.355 -0.726 -0.084 0.9 0.3 0.4 0.881
H 0.629 1.942 -0.068 1.1 -1.7 0.4 0.155
H 2.835 1.623 -0.180 1.3 0.2 0.0 0.058
H -4.198 -0.485 -0.703 -2.8 -1.7 -2.7 0.019
H -3.176 0.846 -0.456 -0.4 0.4 0.4 0.073
H -3.968 -0.151 0.978 1.3 0.4 -2.0 0.138
H 5.504 -0.738 0.268 -0.3 -0.1 -0.4 -0.033
```
Forces are in eV/Å.



# 3
C28H53ClF6IrOP2Si2 | ωB97M-V/def2-TZVPD

Properties
DFT total energy: -3599.18440 a.u.
E_LUMO (alpha / beta): 0.20 / -2.40 eV
E_HOMO (alpha / beta): -2.842 / -8.637 eV
multiplicity: 6

```
94
Properties=species:S:1:pos:R:3:forces:R:3:lowdin_charge:R:1
Ir 0.392 0.337 0.041 0.5 -2.0 -0.8 1.216
C -1.036 2.487 1.011 0.2 0.3 0.2 -0.139
C -0.031 1.951 1.865 0.6 0.6 -0.1 -0.330
C 1.234 2.028 1.119 -0.8 0.8 0.4 -0.276
Si -0.231 1.139 3.538 0.1 -0.3 -0.5 0.520
C 0.930 2.472 -0.212 -1.0 0.8 0.6 -0.250
C -0.515 2.714 -0.288 0.8 0.5 0.0 -0.307
Si -1.446 2.911 -1.898 0.3 -0.7 0.2 0.524
H -2.058 2.695 1.318 0.2 -0.3 -0.2 0.094
H 2.228 1.919 1.527 -0.1 0.1 -0.1 0.089
H 1.664 2.728 -0.963 -0.1 -0.1 0.1 0.095
Cl 3.296 -3.404 -1.565 0.2 -0.8 -0.1 0.243
C -3.254 3.260 -1.604 -0.2 0.2 -0.1 -0.159
C -0.694 4.271 -2.933 -0.1 0.2 -0.1 -0.164
C -1.988 1.283 4.140 -0.1 0.0 0.2 -0.155
C 0.940 1.907 4.772 0.0 0.1 0.2 -0.165
H -0.270 5.041 -2.274 -0.1 -0.1 -0.2 0.042
H -1.508 4.726 -3.516 0.3 0.0 0.0 0.033
H 0.083 3.928 -3.627 -0.2 0.1 0.1 0.023
H -3.436 3.550 -0.563 -0.1 0.0 -0.2 0.033
H -3.886 2.398 -1.854 0.1 0.2 0.1 0.033
H -3.540 4.098 -2.254 -0.1 -0.2 0.2 0.033
H 1.078 2.970 4.533 0.0 -0.2 0.2 0.041
H 1.921 1.418 4.808 -0.2 0.1 0.0 0.023
H 0.471 1.833 5.764 0.3 0.1 -0.1 0.034
H -2.501 2.122 3.655 0.0 -0.1 0.2 0.033
H -1.956 1.473 5.222 -0.2 0.0 -0.2 0.036
H -2.558 0.362 3.964 0.1 0.3 0.0 0.026
C -1.242 1.213 -2.703 -0.1 0.3 -0.7 -0.390
C 0.200 -0.676 3.224 0.2 0.0 0.7 -0.381
P 0.271 0.260 -2.293 -1.1 0.6 -1.6 0.871
H -1.329 1.350 -3.791 -0.1 -0.1 0.0 0.048
H -2.085 0.586 -2.385 0.3 0.2 0.0 0.029
P 1.290 -0.967 1.786 -0.5 -0.7 2.1 0.887
H -0.734 -1.222 3.042 0.3 0.1 -0.1 0.037
H 0.651 -1.088 4.140 -0.1 0.0 -0.1 0.046
C 1.256 -2.832 1.656 0.5 0.1 -0.3 -0.513
C 2.949 -0.363 2.479 -0.3 -0.1 -0.3 -0.516
C 1.580 1.318 -3.167 -0.2 -0.2 0.3 -0.524
C 0.036 -1.311 -3.296 0.5 -0.2 0.0 -0.497
C -0.628 -2.430 -2.483 -0.3 -0.2 0.3 -0.113
H 1.061 -1.630 -3.550 -0.3 0.1 -0.1 0.099
C -0.753 -1.113 -4.593 -0.1 0.1 -0.2 -0.117
H -1.793 -0.832 -4.382 0.2 -0.1 -0.1 0.080
H -0.769 -2.071 -5.127 0.0 0.2 0.1 0.089
H -0.317 -0.373 -5.268 -0.2 -0.1 0.1 0.050
H 0.107 -3.145 -2.099 -0.1 0.2 0.0 0.063
H -1.321 -2.999 -3.120 0.2 0.2 0.1 0.086
H -1.217 -2.029 -1.646 0.2 -0.2 -0.2 0.037
H 1.274 2.341 -2.895 0.1 -0.3 -0.1 0.060
C 1.554 1.222 -4.692 0.1 0.1 -0.2 -0.114
C 3.003 1.093 -2.655 0.2 0.3 -0.2 -0.129
H 0.599 1.536 -5.129 0.2 -0.1 0.2 0.069
H 1.796 0.208 -5.038 -0.1 0.2 0.1 0.082
H 2.326 1.894 -5.093 -0.1 -0.1 0.0 0.086
H 3.070 1.093 -1.560 0.0 -0.2 -0.2 0.040
H 3.635 1.917 -3.023 -0.1 -0.2 0.1 0.089
H 3.433 0.162 -3.046 -0.1 0.2 0.2 0.085
H 2.669 0.605 2.926 0.0 -0.3 -0.1 0.067
C 4.024 -0.107 1.421 0.3 0.2 0.2 -0.126
C 3.533 -1.225 3.595 0.2 0.0 0.2 -0.114
H 2.819 -1.458 4.393 0.1 0.0 -0.2 0.070
H 4.364 -0.672 4.056 -0.1 -0.1 -0.1 0.087
H 3.953 -2.159 3.199 -0.1 0.2 0.1 0.080
H 3.672 0.513 0.588 0.0 -0.2 0.1 0.044
H 4.439 -1.047 1.032 -0.1 0.2 0.0 0.087
H 4.854 0.435 1.901 -0.1 -0.2 -0.1 0.091
C -0.049 -3.279 0.988 -0.3 -0.1 -0.2 -0.126
C 1.435 -3.598 2.965 0.2 0.0 0.2 -0.105
H 2.096 -3.073 0.987 -0.2 -0.1 0.3 0.068
H 0.684 -3.303 3.708 0.1 -0.1 -0.1 0.076
H 2.429 -3.480 3.402 -0.3 -0.1 -0.1 0.050
H 1.296 -4.666 2.754 0.0 0.2 0.0 0.092
H -0.777 -3.619 1.738 0.2 0.2 -0.1 0.079
H 0.144 -4.125 0.313 0.0 0.2 0.2 0.097
H -0.540 -2.480 0.417 0.1 -0.3 0.1 0.019
C 2.271 -1.809 -1.043 0.5 1.2 -0.4 -0.539
H 1.263 -2.144 -0.790 0.4 0.1 -0.1 -0.043
H 2.865 -1.377 -0.229 -0.4 -0.3 -0.5 -0.045
H 2.347 -1.196 -1.949 -0.1 -0.4 0.6 -0.047
C -3.730 0.515 0.854 -0.2 0.4 0.1 0.015
C -3.125 -0.788 0.379 -0.5 -1.2 -0.2 -0.471
O -1.809 -0.755 0.082 -0.1 -0.1 -0.1 -0.252
C -3.444 -1.876 1.502 0.2 0.1 0.2 -0.479
F -4.748 -1.860 1.901 0.8 -0.2 -0.2 0.125
F -3.132 -3.146 1.149 -0.3 0.9 0.2 0.139
F -2.710 -1.596 2.629 -0.5 -0.2 -0.7 0.086
C -3.977 -1.272 -0.883 0.1 0.2 -0.1 -0.482
F -5.314 -1.339 -0.624 0.8 -0.1 -0.3 0.128
F -3.841 -0.366 -1.906 -0.2 -0.6 0.6 0.094
F -3.588 -2.472 -1.377 -0.4 0.8 0.3 0.138
H -3.564 1.288 0.093 0.0 -0.3 0.3 0.066
H -4.801 0.385 1.024 0.1 0.2 0.0 0.101
H -3.240 0.817 1.788 -0.2 -0.1 -0.3 0.068
```
Forces are in eV/Å.



# 4
C21H19N7O2 | ωB97M-V/def2-TZVPD

Properties
DFT total energy: -1345.22113 a.u.
SMILES string: N#C[C@H]1CCCC[C@@H]1N1N=C(Nc2ccc(-c3ncon3)cc2)[C@@H]2C(=O)N=CC=C21
E_LUMO: -0.45 eV
ΔE to the lowest compared entry with this formula, charge and spin: 4.9676 eV
E_HOMO: -7.726 eV
multiplicity: 1

```
49
Properties=species:S:1:pos:R:3:forces:R:3:lowdin_charge:R:1
N 2.242 -3.945 0.776 -0.2 -0.3 0.0 0.164
C 2.724 -3.007 0.330 0.3 0.8 -0.3 -0.193
C 3.416 -1.781 -0.195 -1.7 -0.2 1.2 -0.283
C 4.829 -2.138 -0.469 2.1 0.6 -0.4 -0.185
C 5.585 -0.938 -1.105 0.3 -1.8 -1.2 -0.178
C 5.041 -0.808 -2.552 -0.9 -0.7 0.3 -0.180
C 3.490 -0.492 -2.515 1.5 1.0 1.3 -0.125
C 2.732 -1.368 -1.517 -1.2 -1.1 -0.2 -0.232
N 1.307 -0.879 -1.319 -2.2 -0.9 0.4 0.000
N 0.913 -0.230 -0.091 -0.7 -0.8 -1.4 0.133
C -0.427 -0.232 0.034 5.4 0.9 2.6 -0.207
N -0.641 0.398 1.261 -5.4 0.5 -0.9 0.103
C -1.743 1.282 1.663 0.4 -0.8 -1.3 -0.154
C -2.867 1.543 0.770 0.0 -0.1 1.9 0.005
C -3.992 2.237 1.239 1.2 0.0 -0.9 -0.033
C -3.917 2.841 2.465 1.5 0.5 1.7 -0.194
C -5.039 3.590 2.998 -0.9 2.4 0.0 -0.316
N -5.272 3.738 4.325 0.9 -1.9 2.3 0.122
C -6.373 4.341 4.486 0.3 0.8 -1.5 -0.116
O -6.843 4.706 3.214 -0.6 1.2 2.8 -0.025
N -5.892 4.358 2.352 0.4 -2.1 -2.0 0.107
C -2.774 2.716 3.322 0.1 -1.6 -1.1 0.022
C -1.654 1.846 2.963 -4.0 1.4 -1.5 0.008
C -1.037 -0.758 -1.167 -1.7 0.9 -2.7 -0.103
C -2.317 -1.579 -1.442 1.2 -1.8 3.5 -0.379
O -3.027 -1.695 -0.455 -0.7 0.3 -1.4 0.099
N -2.373 -2.466 -2.513 -3.0 1.4 0.2 0.114
C -1.381 -2.767 -3.232 1.9 -0.1 0.7 -0.118
C -0.051 -2.335 -2.829 -1.1 0.7 0.0 -0.007
C 0.091 -1.399 -1.857 3.1 -0.1 -0.7 -0.149
H 3.314 -1.101 0.687 0.2 0.2 -1.1 0.157
H 4.912 -2.948 -1.212 -0.2 -0.1 0.5 0.129
H 5.321 -2.433 0.456 0.0 -0.2 0.0 0.124
H 5.459 -0.061 -0.506 -0.1 0.8 0.2 0.103
H 6.672 -1.189 -1.185 -0.8 0.3 0.3 0.121
H 5.183 -1.806 -3.061 0.1 1.0 0.4 0.121
H 5.593 -0.042 -3.107 -0.3 -0.1 -0.1 0.104
H 3.029 -0.646 -3.490 0.0 0.4 0.0 0.112
H 3.430 0.557 -2.149 -0.3 -0.4 -0.6 0.126
H 2.752 -2.372 -2.008 -0.9 0.6 0.1 0.150
H 0.209 0.491 1.720 1.5 0.4 1.0 0.099
H -3.100 1.118 -0.186 1.0 -0.6 -0.4 0.088
H -4.872 2.394 0.601 0.4 -0.3 0.3 0.128
H -6.719 4.688 5.474 -0.6 -0.2 -1.2 0.145
H -2.936 3.201 4.288 0.7 -0.4 -0.2 0.100
H -0.982 1.457 3.680 0.9 0.1 0.5 0.091
H -1.238 0.218 -1.673 0.1 -0.3 -0.5 0.199
H -1.558 -3.497 -4.046 0.4 0.5 0.4 0.127
H 0.782 -2.809 -3.223 1.5 -0.7 -0.9 0.073
```
Forces are in eV/Å.



# 5
C9H16IrN2PS | ωB97M-V/def2-TZVPD

Properties
DFT total energy: -1305.40328 a.u.
E_LUMO (alpha / beta): -2.62 / -6.63 eV
ΔE to the lowest compared entry with this formula, charge and spin: 0.3974 eV
E_HOMO (alpha / beta): -7.553 / -12.067 eV
total charge: +1
multiplicity: 6

```
30
Properties=species:S:1:pos:R:3:forces:R:3:lowdin_charge:R:1
C 0.647 0.343 -3.875 0.1 -0.9 -1.3 -0.247
C -0.599 -0.382 -3.833 0.5 0.1 -0.8 -0.208
C -0.333 -1.693 -3.302 0.9 -0.5 -0.5 -0.212
C 1.078 -1.793 -3.051 -0.2 -0.6 -1.4 -0.228
C 1.675 -0.513 -3.321 -0.2 -0.3 -0.8 -0.210
Ir 0.179 -0.081 -1.765 -0.8 2.1 2.3 0.856
P -0.265 2.030 -1.241 -0.6 3.1 -0.2 0.617
H 0.804 1.342 -4.269 -0.1 -0.2 0.2 0.115
H -1.569 -0.014 -4.151 0.2 -0.1 0.0 0.118
H -1.069 -2.463 -3.090 0.2 0.2 -0.2 0.121
H 2.706 -0.229 -3.136 -0.2 -0.2 -0.3 0.119
H 1.595 -2.674 -2.687 -0.1 0.3 0.1 0.118
H -1.269 2.380 -0.271 0.6 0.1 -0.5 -0.068
H -0.720 2.740 -2.398 0.2 0.2 0.7 -0.073
H 0.899 2.779 -0.870 -0.7 -0.1 0.0 -0.061
S 0.162 -1.503 -0.150 0.4 -3.2 2.1 0.739
C -0.165 -0.763 1.379 0.2 -0.7 -1.3 -0.803
N -0.968 0.281 1.590 -2.2 2.7 -0.6 -0.048
C -0.969 1.083 2.820 -0.3 0.0 -0.4 -0.182
C 0.091 0.591 3.786 0.0 0.2 0.4 -0.161
C 0.117 -0.930 3.784 0.2 -0.2 -0.6 -0.166
N 0.450 -1.334 2.423 1.8 -1.9 1.5 -0.050
H -1.445 0.683 0.782 0.2 -0.5 0.8 0.053
H -1.967 1.037 3.275 0.2 -0.1 0.0 0.122
H -0.797 2.124 2.539 0.0 0.1 0.2 0.111
H -0.155 0.942 4.797 0.2 0.1 -0.3 0.125
H 1.074 0.989 3.478 -0.3 -0.3 0.3 0.128
H -0.861 -1.359 4.058 0.1 0.2 0.2 0.133
H 0.887 -1.330 4.443 -0.1 0.1 0.0 0.126
H 0.784 -2.283 2.257 -0.3 0.4 0.4 0.117
```
Forces are in eV/Å.